(1)
{"formula": "C23H31N3S", "method": "ωB97M-V with the def2-TZVPD basis set", "species": ["C", "C", "C", "C", "C", "C", "C", "C", "N", "C", "S", "N", "C", "C", "C", "N", "C", "C", "C", "C", "C", "C", "C", "C", "C", "C", "C", "H", "H", "H", "H", "H", "H", "H", "H", "H", "H", "H", "H", "H", "H", "H", "H", "H", "H", "H", "H", "H", "H", "H", "H", "H", "H", "H", "H", "H", "H", "H"], "positions_angstrom": [[-7.2331, -1.1299, 1.9589], [-7.4230, -1.7687, 0.5888], [-7.1627, -0.8160, -0.5954], [-8.2155, 0.2876, -0.6782], [-5.7459, -0.2998, -0.5375], [-4.7148, -1.0965, -1.0226], [-3.3929, -0.7011, -0.9639], [-3.0635, 0.5260, -0.3994], [-1.7614, 1.0296, -0.3126], [-0.5498, 0.4118, -0.3676], [-0.3206, -1.2184, -0.4987], [0.5037, 1.2618, -0.3024], [1.8858, 0.8451, -0.2242], [2.3758, 0.7910, 1.2246], [3.8508, 0.4025, 1.2553], [4.6234, 1.3724, 0.5031], [6.0620, 1.2652, 0.7102], [6.6716, -0.0332, 0.2383], [6.7446, -1.1312, 1.0872], [7.2473, -2.3397, 0.6385], [7.6846, -2.4675, -0.6687], [7.6236, -1.3786, -1.5210], [7.1208, -0.1711, -1.0697], [4.2321, 1.3671, -0.8926], [2.7734, 1.8015, -1.0144], [-4.0904, 1.3398, 0.0753], [-5.4077, 0.9312, 0.0106], [-7.9474, -0.3273, 2.1237], [-6.2276, -0.7269, 2.0556], [-7.3799, -1.8752, 2.7375], [-8.4422, -2.1539, 0.5070], [-6.7385, -2.6156, 0.5021], [-7.2501, -1.4195, -1.5078], [-8.2678, 0.8657, 0.2395], [-9.1951, -0.1520, -0.8550], [-7.9884, 0.9632, -1.5002], [-4.9499, -2.0534, -1.4663], [-2.6223, -1.3431, -1.3531], [-1.7367, 2.0166, -0.0826], [0.3297, 2.2379, -0.1066], [1.9351, -0.1586, -0.6593], [1.7884, 0.0635, 1.7863], [2.2546, 1.7741, 1.6852], [4.2058, 0.4062, 2.2886], [3.9637, -0.6190, 0.8529], [6.5252, 2.1056, 0.1845], [6.2412, 1.3912, 1.7820], [6.4121, -1.0368, 2.1113], [7.2983, -3.1834, 1.3112], [8.0759, -3.4107, -1.0203], [7.9696, -1.4693, -2.5405], [7.0843, 0.6772, -1.7388], [4.8675, 2.0743, -1.4313], [4.3529, 0.3710, -1.3534], [2.4760, 1.8138, -2.0640], [2.6713, 2.8105, -0.6083], [-3.8520, 2.3050, 0.5039], [-6.1719, 1.5881, 0.3946]], "forces_ev_per_angstrom": [[0.0, -0.1, -0.2], [0.0, 0.1, 0.0], [-0.2, -0.1, 0.1], [0.2, -0.2, -0.1], [0.0, -0.1, -0.2], [-0.1, 0.2, 0.1], [0.1, -0.1, -0.1], [-0.4, -0.2, 0.0], [0.4, 0.7, 0.1], [0.1, 0.0, 0.0], [0.1, -0.7, 0.0], [-0.3, 0.3, 0.0], [0.3, 0.1, 0.1], [0.1, -0.3, -0.2], [-0.2, 0.1, 0.2], [0.1, 0.0, 0.0], [0.0, 0.0, 0.0], [0.0, 0.1, 0.0], [0.0, 0.0, 0.0], [0.0, -0.1, 0.1], [0.0, -0.1, 0.0], [0.0, 0.0, -0.1], [0.0, 0.0, 0.1], [-0.2, 0.2, 0.0], [0.0, -0.3, -0.1], [0.2, 0.0, 0.0], [0.0, -0.1, -0.1], [-0.1, 0.1, 0.1], [0.1, 0.0, 0.1], [0.0, 0.0, 0.1], [0.0, -0.1, 0.0], [-0.1, -0.1, 0.0], [0.0, 0.1, 0.1], [0.0, 0.1, 0.1], [-0.1, 0.0, 0.0], [0.0, 0.1, 0.0], [0.0, -0.1, -0.1], [0.0, 0.0, 0.0], [0.0, -0.2, -0.1], [0.0, -0.1, -0.1], [0.0, 0.2, 0.1], [-0.1, 0.0, 0.0], [0.0, 0.0, 0.0], [0.0, -0.1, 0.0], [0.0, 0.0, 0.1], [0.0, 0.0, 0.1], [0.1, 0.0, -0.1], [0.0, 0.0, 0.1], [0.0, -0.1, 0.0], [0.0, -0.1, 0.0], [0.0, 0.0, -0.1], [0.0, 0.1, -0.1], [0.0, -0.1, 0.0], [0.0, 0.1, 0.0], [-0.1, 0.0, 0.0], [0.0, 0.1, 0.0], [0.0, 0.1, 0.1], [-0.1, 0.1, 0.0]], "nbo_charge": [-0.617, -0.384, -0.224, -0.611, -0.042, -0.186, -0.234, 0.138, -0.577, 0.301, -0.261, -0.588, -0.067, -0.411, -0.224, -0.440, -0.244, 0.043, -0.246, -0.195, -0.219, -0.206, -0.242, -0.224, -0.396, -0.245, -0.165, 0.198, 0.212, 0.213, 0.198, 0.203, 0.206, 0.199, 0.212, 0.214, 0.209, 0.253, 0.382, 0.379, 0.245, 0.225, 0.197, 0.201, 0.175, 0.201, 0.201, 0.209, 0.212, 0.213, 0.213, 0.208, 0.201, 0.174, 0.215, 0.195, 0.198, 0.206], "mol_weight_da": 381.589, "total_energy_ha": -1457.50447, "orbital_gap_ha": 0.316, "smiles": "CC[C@@H](C)c1ccc(NC(=S)NC2CCN(Cc3ccccc3)CC2)cc1", "total_charge": 0}

***

(2)
{"formula": "C3H11NS", "method": "ωB97M-V with the def2-TZVPD basis set", "species": ["C", "S", "H", "H", "H", "C", "C", "N", "H", "H", "H", "H", "H", "H", "H", "H"], "positions_angstrom": [[-1.9078, -3.4143, -3.2481], [-1.7786, -2.0450, -2.0691], [-1.4236, -4.3373, -2.9516], [-3.0709, -3.6978, -3.2936], [-1.5686, -3.0017, -4.2423], [1.1950, 1.9385, 2.6243], [0.8592, 0.8853, 1.5001], [0.6227, 1.5807, 0.2095], [0.9331, 2.9597, 2.1960], [0.5135, 1.7097, 3.5131], [2.1873, 1.8161, 3.0820], [1.6813, 0.1313, 1.2989], [-0.0631, 0.3039, 1.7329], [0.4133, 0.9883, -0.5976], [1.4485, 1.9908, -0.1788], [-0.0413, 2.1918, 0.4242]], "forces_ev_per_angstrom": [[-2.5, 0.4, -0.9], [0.4, 0.5, 0.8], [0.5, 0.0, -0.1], [2.4, 0.6, -0.3], [-0.4, -1.0, 0.8], [-1.7, -0.7, 0.2], [1.2, -1.7, 1.0], [3.3, -3.6, -1.2], [0.7, -1.0, 1.0], [0.6, 0.6, -1.3], [-0.1, 0.5, -0.8], [-1.0, 0.9, 0.5], [0.7, 0.5, -0.3], [-1.2, -0.8, 0.2], [0.9, 1.2, 0.4], [-3.8, 3.7, 0.1]], "nbo_charge": [-0.747, -0.748, 0.180, 0.176, 0.189, -0.649, -0.249, -0.655, 0.210, 0.250, 0.251, 0.239, 0.253, 0.454, 0.427, 0.418], "mol_weight_da": 93.195, "total_energy_ha": -573.67117, "orbital_gap_ha": 0.139, "total_charge": 0}

***

(3)
{"formula": "C4H5NO2", "method": "ωB97M-V with the def2-TZVPD basis set", "species": ["O", "C", "C", "O", "C", "C", "N", "H", "H", "H", "H", "H"], "positions_angstrom": [[-1.0084, 1.2028, -1.8031], [-0.3314, 0.5526, -1.1225], [0.3580, 1.3314, -0.1364], [1.0001, 0.5179, 0.9368], [0.6006, -0.6437, 1.2941], [-0.1114, -1.3369, 0.4882], [-0.5990, -0.7973, -0.7143], [-0.4054, 1.9453, 0.4171], [1.2165, 2.0123, -0.7449], [1.1484, -0.9682, 2.1968], [-0.4561, -2.4451, 0.5651], [-1.4120, -1.3711, -1.3771]], "forces_ev_per_angstrom": [[-2.6, 1.7, -4.9], [-1.2, -4.4, 4.3], [4.0, 1.5, 2.1], [1.9, 5.7, -1.5], [1.5, -1.6, 2.4], [-3.4, -5.3, -2.0], [-2.2, -0.1, -4.3], [0.9, -0.2, -0.9], [-2.3, -1.8, 2.2], [-0.9, -0.2, -0.5], [0.9, 2.3, 0.5], [3.3, 2.4, 2.8]], "nbo_charge": [-0.552, 0.622, -0.159, -0.512, 0.088, -0.145, -0.647, 0.223, 0.232, 0.207, 0.217, 0.427], "mol_weight_da": 99.089, "total_energy_ha": -360.54917, "orbital_gap_ha": 0.319, "smiles": "O=C1COC=CN1", "total_charge": 0}

***

(4)
{"formula": "C5H13NO", "method": "ωB97M-V with the def2-TZVPD basis set", "species": ["C", "O", "C", "C", "C", "C", "N", "H", "H", "H", "H", "H", "H", "H", "H", "H", "H", "H", "H", "H"], "positions_angstrom": [[-0.3184, 1.3790, -0.5577], [-1.7504, 1.1682, -0.4790], [0.3664, 0.0347, -0.8516], [0.9797, -0.7083, 0.3196], [-0.0164, -1.5545, 1.1396], [-0.6157, -0.7165, 2.2721], [1.4360, 0.2886, -1.8070], [-0.1489, 2.0917, -1.3811], [-0.1426, 1.8649, 0.3954], [-2.1255, 1.2138, -1.3678], [-0.4454, -0.5909, -1.2893], [1.7875, -1.3883, 0.0159], [1.5491, -0.0173, 0.9499], [-0.7460, -1.9797, 0.4357], [0.4689, -2.4651, 1.4775], [-1.2628, -1.2178, 2.9949], [-1.2199, 0.0579, 1.8060], [0.1846, -0.3248, 2.8993], [1.9694, -0.4710, -2.2351], [1.2922, 1.0386, -2.4906]], "forces_ev_per_angstrom": [[-2.4, 0.3, -0.4], [0.7, -0.2, -0.3], [1.5, 1.4, 0.2], [0.9, -1.2, 1.0], [-0.2, -0.1, -0.1], [-0.2, -0.4, -0.1], [-1.9, -0.8, -1.2], [0.3, -0.1, 0.3], [0.9, -0.3, 0.1], [-0.1, 0.0, 0.2], [0.5, -0.1, -0.4], [-0.3, 0.0, -0.6], [-0.4, 0.3, 0.0], [-0.3, 0.4, 0.2], [0.4, 0.2, 0.4], [0.0, -0.4, -0.4], [0.1, 0.4, 0.3], [0.1, 0.4, -0.2], [0.3, -0.2, 0.7], [0.3, 0.4, 0.5]], "mulliken_spin": [0.023, 0.000, 0.016, 0.069, 0.000, -0.001, 0.840, -0.004, 0.003, 0.001, 0.094, 0.002, -0.005, -0.003, 0.001, 0.001, 0.001, 0.001, -0.023, -0.016], "mol_weight_da": 103.165, "total_energy_ha": -327.94439, "orbital_gap_ha": [0.423, 0.230], "s2": 0.755, "total_charge": 1, "spin_multiplicity": 2}

***

(5)
{"formula": "C21H19N8O7PdS", "method": "ωB97M-V with the def2-TZVPD basis set", "species": ["Pd", "O", "C", "O", "C", "C", "C", "N", "C", "C", "C", "O", "O", "H", "H", "H", "N", "C", "C", "C", "C", "C", "C", "S", "O", "O", "N", "C", "N", "C", "C", "C", "N", "H", "H", "H", "H", "H", "H", "H", "H", "H", "C", "N", "C", "C", "O", "N", "C", "N", "H", "H", "H", "H", "H", "H", "H"], "positions_angstrom": [[-0.0623, 0.0046, 0.0867], [6.6756, -0.0445, 2.2420], [6.3500, -0.0279, 1.0586], [7.0007, -0.0230, 0.0146], [4.7841, -0.0086, 0.8247], [4.2808, 0.0032, -0.4710], [2.9160, 0.1033, -0.6614], [2.0659, 0.1474, 0.3591], [2.5283, 0.0633, 1.6092], [3.8894, 0.0055, 1.8853], [1.4619, -0.0301, 2.7057], [1.7789, 0.1293, 3.8731], [0.2947, -0.3534, 2.2936], [4.9635, -0.0436, -1.3043], [2.4718, 0.1615, -1.6529], [4.2425, -0.0102, 2.9069], [-7.8173, 1.6559, 2.8186], [-6.7557, 1.2495, 2.0287], [-5.9014, 0.2298, 2.4532], [-4.9034, -0.2406, 1.6201], [-4.7490, 0.3014, 0.3585], [-5.5808, 1.3170, -0.0745], [-6.5770, 1.7919, 0.7541], [-3.4583, -0.2882, -0.7314], [-3.8496, 0.0375, -2.0798], [-3.2298, -1.6878, -0.4416], [-2.0834, 0.4567, -0.3213], [-1.8338, 1.7512, -0.3332], [-0.5002, 2.0602, -0.3442], [-0.1389, 3.3201, -0.1692], [-1.0861, 4.3277, -0.0296], [-2.4126, 3.9392, -0.1468], [-2.7986, 2.6823, -0.3076], [-7.7416, 1.4687, 3.8048], [-8.2120, 2.5569, 2.6032], [-6.0381, -0.1893, 3.4403], [-4.2448, -1.0376, 1.9297], [-5.4315, 1.7156, -1.0648], [-7.2324, 2.5858, 0.4234], [0.9275, 3.5268, -0.1646], [-0.7916, 5.3545, 0.1218], [-3.2097, 4.6723, -0.0977], [0.2963, -5.6673, 0.2632], [-0.2545, -4.3839, -0.0901], [-0.4353, -4.0007, -1.4812], [-0.2143, -2.4774, -1.4257], [-0.1790, -1.6817, -2.3343], [-0.0133, -2.1583, -0.1244], [-0.0304, -3.2433, 0.6224], [0.1759, -3.1525, 1.9298], [-0.2085, -6.4478, -0.3020], [0.1507, -5.8561, 1.3249], [1.3681, -5.7091, 0.0378], [-1.4589, -4.1974, -1.8161], [0.2718, -4.4971, -2.1496], [0.1690, -2.1804, 2.2826], [0.0545, -3.9324, 2.5492]], "forces_ev_per_angstrom": [[1.1, 0.4, -0.9], [0.4, 0.0, 0.9], [-1.3, -0.1, -0.1], [0.6, 0.0, -0.8], [0.6, -0.1, 0.0], [-0.3, 0.1, 0.1], [0.2, 0.1, -0.6], [-1.1, -0.6, 0.0], [-0.1, 0.1, 0.5], [-0.4, 0.2, -0.3], [-0.1, -0.2, 0.3], [0.5, 0.2, 0.2], [-0.1, -0.3, 0.6], [0.1, 0.0, 0.0], [0.1, -0.1, 0.1], [0.0, 0.0, 0.0], [-0.2, 0.1, 0.2], [0.2, -0.2, -0.2], [-0.1, 0.1, 0.0], [0.1, -0.1, 0.1], [0.5, -0.1, -0.4], [-0.1, 0.1, -0.1], [0.0, 0.0, 0.1], [-0.4, -0.9, -0.2], [0.1, 0.4, 0.4], [0.0, 0.5, 0.2], [0.9, -1.2, 0.2], [-0.6, 2.0, -0.3], [-0.5, -1.1, 0.5], [0.0, 0.2, 0.1], [0.3, -0.2, -0.2], [0.0, -0.2, 0.0], [0.0, 0.2, 0.0], [0.0, 0.1, 0.0], [0.1, 0.0, 0.1], [0.0, -0.1, 0.1], [0.1, -0.1, 0.1], [0.0, 0.1, -0.1], [-0.1, 0.1, -0.1], [-0.1, -0.1, 0.1], [0.0, 0.0, 0.0], [0.0, 0.1, 0.0], [0.2, 0.0, 0.1], [-0.2, 0.2, 0.2], [-0.1, 0.3, -0.2], [0.3, -0.4, -0.7], [-0.2, -0.5, -0.3], [-0.1, 1.3, 0.2], [0.1, -0.1, 0.2], [-0.1, 0.0, -0.2], [-0.1, 0.0, 0.1], [0.0, -0.1, 0.0], [0.0, -0.1, 0.0], [0.1, 0.0, 0.0], [0.0, 0.1, 0.1], [0.2, 0.0, 0.2], [0.0, 0.0, -0.1]], "nbo_charge": [1.069, -0.736, 0.746, -0.750, -0.055, -0.236, 0.019, -0.451, 0.087, -0.204, 0.738, -0.660, -0.859, 0.249, 0.206, 0.269, -0.799, 0.183, -0.272, -0.177, -0.297, -0.145, -0.289, 2.327, -0.943, -0.969, -0.902, 0.572, -0.515, 0.122, -0.370, 0.112, -0.499, 0.379, 0.377, 0.204, 0.239, 0.244, 0.202, 0.214, 0.226, 0.190, -0.401, -0.410, -0.324, 0.676, -0.578, -0.636, 0.668, -0.779, 0.212, 0.204, 0.196, 0.237, 0.217, 0.473, 0.398], "mol_weight_da": 633.919, "total_energy_ha": -2302.61122, "orbital_gap_ha": [0.258, 0.261], "total_charge": -1}